No. 1
{
  "formula": "C32H41Cl2N2OP3Pt",
  "method": "ωB97M-V/def2-TZVPD",
  "multiplicity": 5,
  "s2": 6.040,
  "e_homo_ha": [-0.3939, -0.5032],
  "total_charge": 2,
  "gap_ev": [5.5782, 5.4655],
  "symbols": ["P", "C", "C", "H", "C", "H", "C", "H", "C", "H", "C", "H", "C", "C", "H", "C", "H", "C", "H", "C", "H", "C", "H", "C", "C", "H", "C", "H", "C", "H", "C", "H", "C", "H", "Pt", "C", "C", "H", "C", "O", "H", "C", "H", "C", "Cl", "Cl", "P", "C", "H", "H", "H", "C", "H", "H", "H", "C", "H", "H", "H", "P", "C", "C", "H", "H", "H", "H", "H", "H", "C", "H", "H", "H", "H", "N", "C", "C", "C", "N", "H", "H", "H", "H"],
  "positions_angstrom": [[1.556, 1.952, -5.941], [3.097, 1.770, -5.092], [3.874, 1.080, -6.080], [3.374, 0.385, -6.761], [5.195, 1.441, -6.303], [5.704, 1.066, -7.201], [5.839, 2.319, -5.418], [6.866, 2.617, -5.629], [5.139, 2.807, -4.305], [5.722, 3.429, -3.603], [3.781, 2.529, -4.108], [3.302, 2.888, -3.185], [0.731, 0.357, -5.870], [1.266, -0.895, -5.485], [2.139, -0.973, -4.826], [0.627, -2.078, -5.882], [1.059, -3.053, -5.653], [-0.573, -2.068, -6.614], [-0.990, -2.978, -7.040], [-1.185, -0.833, -6.844], [-2.111, -0.791, -7.436], [-0.587, 0.346, -6.403], [-1.132, 1.291, -6.504], [0.527, 3.220, -5.213], [0.566, 4.009, -6.398], [1.248, 3.702, -7.212], [-0.314, 5.054, -6.611], [-0.269, 5.534, -7.593], [-1.221, 5.412, -5.610], [-1.909, 6.230, -5.826], [-1.215, 4.692, -4.413], [-1.939, 5.047, -3.661], [-0.350, 3.596, -4.181], [-0.345, 3.125, -3.189], [-0.159, -0.227, 0.241], [-1.928, -1.000, -0.662], [-2.307, -1.070, -1.934], [-2.611, -1.473, 0.057], [-1.671, -0.262, -3.098], [-2.545, 0.859, -3.447], [-2.072, 1.560, -3.934], [-0.371, 0.238, -2.712], [-1.592, -0.840, -4.051], [0.178, 0.237, -1.514], [-1.088, -0.945, 2.464], [1.935, 0.979, 0.824], [1.401, -1.932, -0.297], [2.223, -2.186, 1.274], [1.446, -2.264, 2.042], [2.836, -1.297, 1.483], [2.830, -3.089, 1.214], [0.415, -3.390, -0.663], [-0.060, -3.292, -1.649], [-0.368, -3.464, 0.098], [1.057, -4.276, -0.644], [2.699, -1.869, -1.572], [3.297, -0.956, -1.476], [2.290, -1.915, -2.592], [3.364, -2.739, -1.431], [-3.912, -1.875, -2.373], [-4.520, -2.942, -1.040], [-3.797, -2.949, -3.833], [-4.586, -2.383, -0.095], [-3.852, -3.805, -0.885], [-5.526, -3.346, -1.257], [-3.434, -2.360, -4.689], [-4.784, -3.377, -4.088], [-3.094, -3.775, -3.634], [-5.184, -0.635, -2.702], [-5.415, -0.111, -1.760], [-6.102, -1.091, -3.117], [-4.753, 0.082, -3.417], [1.109, 0.830, -1.632], [-0.550, 2.515, 1.181], [-1.368, 3.569, 1.291], [-2.239, 3.560, 0.232], [-1.914, 2.426, -0.548], [-0.954, 1.736, 0.157], [0.323, 2.301, 1.638], [-1.272, 4.244, 2.128], [-3.006, 4.264, 0.041], [-2.329, 2.195, -1.517]]
}

---

No. 2
{
  "formula": "C32H41Ge2N2O3STi",
  "method": "ωB97M-V/def2-TZVPD",
  "multiplicity": 2,
  "de_lowest_kj_mol": 71.6,
  "s2": 0.757,
  "e_homo_ha": [-0.4798, -0.4798],
  "total_charge": 2,
  "gap_ev": [6.3232, 6.5505],
  "symbols": ["Ti", "C", "C", "C", "C", "C", "C", "C", "S", "O", "O", "N", "C", "C", "C", "C", "C", "C", "C", "C", "N", "C", "H", "H", "H", "H", "H", "H", "H", "H", "H", "H", "H", "H", "H", "C", "C", "Ge", "C", "C", "C", "C", "Ge", "C", "C", "C", "C", "C", "C", "C", "C", "C", "C", "H", "H", "H", "H", "H", "H", "H", "H", "H", "H", "H", "H", "H", "H", "H", "H", "H", "H", "H", "H", "H", "H", "H", "H", "H", "H", "O", "H", "H"],
  "positions_angstrom": [[0.191, -0.780, -0.644], [7.399, -3.128, 2.210], [6.046, -2.527, 1.984], [5.125, -3.130, 1.127], [3.869, -2.585, 0.929], [3.531, -1.416, 1.601], [4.428, -0.794, 2.468], [5.677, -1.354, 2.646], [1.982, -0.685, 1.371], [1.017, -1.791, 0.967], [1.578, 0.075, 2.503], [1.890, 0.189, 0.009], [2.935, 0.258, -0.954], [4.252, 0.555, -0.737], [5.179, 0.598, -1.805], [4.792, 0.346, -3.087], [3.440, 0.012, -3.351], [2.970, -0.320, -4.636], [1.669, -0.717, -4.814], [0.837, -0.775, -3.693], [1.225, -0.422, -2.477], [2.524, -0.033, -2.283], [7.533, -4.041, 1.634], [7.535, -3.365, 3.266], [8.185, -2.425, 1.931], [5.395, -4.048, 0.621], [3.165, -3.072, 0.269], [4.146, 0.100, 3.011], [6.376, -0.885, 3.328], [4.601, 0.799, 0.256], [6.207, 0.851, -1.585], [5.498, 0.387, -3.905], [3.654, -0.278, -5.475], [1.279, -0.996, -5.781], [-0.185, -1.116, -3.798], [-4.335, -1.905, -2.284], [-2.901, -1.902, -1.743], [-2.372, -0.010, -1.459], [-1.963, 0.892, -3.181], [-3.058, 1.903, -3.521], [-3.816, 0.923, -0.582], [-3.537, 1.327, 0.667], [-1.680, 0.815, 0.995], [-0.491, 2.387, 0.839], [-0.824, 3.457, 1.882], [-1.705, -0.777, 2.194], [-1.316, -0.512, 3.651], [-4.475, 1.959, 1.616], [-5.800, 2.220, 1.249], [-6.682, 2.788, 2.147], [-6.263, 3.100, 3.437], [-4.957, 2.843, 3.816], [-4.072, 2.277, 2.907], [-4.666, -2.925, -2.484], [-4.423, -1.351, -3.220], [-5.033, -1.472, -1.569], [-2.239, -2.378, -2.472], [-2.834, -2.476, -0.816], [-1.922, 0.107, -3.939], [-0.990, 1.385, -3.172], [-4.043, 1.440, -3.586], [-2.856, 2.373, -4.484], [-3.116, 2.694, -2.773], [-4.781, 1.065, -1.060], [-0.712, 2.751, -0.169], [0.561, 2.121, 0.874], [-1.856, 3.796, 1.809], [-0.181, 4.323, 1.719], [-0.642, 3.108, 2.899], [-1.124, -1.617, 1.814], [-2.761, -1.046, 2.106], [-0.280, -0.198, 3.749], [-1.442, -1.432, 4.223], [-1.958, 0.234, 4.118], [-6.152, 1.981, 0.255], [-7.702, 2.988, 1.846], [-6.957, 3.541, 4.139], [-4.623, 3.081, 4.816], [-3.055, 2.101, 3.237], [0.066, -2.786, -1.159], [0.257, -3.447, -0.477], [-0.231, -3.232, -1.963]]
}

---

No. 3
{
  "formula": "C32H41N4O7PS2",
  "method": "ωB97M-V/def2-TZVPD",
  "multiplicity": 1,
  "e_homo_ha": -0.2904,
  "total_charge": 0,
  "smiles": "CC(=O)OC(=O)CC1=C(CCCSC(=S)N(c2ccccc2)c2ccccc2)C(=O)C=C(O)C1=O.CN(C)P(=O)(N(C)C)N(C)C",
  "gap_ev": 6.0795,
  "symbols": ["C", "C", "O", "O", "C", "O", "C", "C", "C", "C", "C", "C", "S", "C", "S", "N", "C", "C", "C", "C", "C", "C", "C", "C", "C", "C", "C", "C", "C", "O", "C", "C", "O", "C", "O", "H", "H", "H", "H", "H", "H", "H", "H", "H", "H", "H", "H", "H", "H", "H", "H", "H", "H", "H", "H", "H", "H", "H", "C", "N", "C", "P", "O", "N", "C", "C", "N", "C", "C", "H", "H", "H", "H", "H", "H", "H", "H", "H", "H", "H", "H", "H", "H", "H", "H", "H", "H"],
  "positions_angstrom": [[-2.797, 0.538, -4.347], [-3.745, 1.880, -4.268], [-3.181, 3.044, -4.698], [-5.133, 1.918, -3.742], [-5.073, 2.186, -2.271], [-5.222, 3.473, -1.856], [-4.891, 1.003, -1.133], [-3.565, 1.200, -0.177], [-3.383, 0.370, 1.080], [-4.554, -0.727, 1.413], [-4.242, -1.678, 2.722], [-3.298, -2.984, 2.410], [-3.904, -4.046, 0.968], [-2.653, -3.765, -0.433], [-2.918, -2.497, -1.535], [-1.443, -4.670, -0.484], [-0.163, -3.877, -0.353], [0.527, -3.812, 1.158], [1.903, -2.951, 1.500], [2.649, -2.090, 0.313], [1.978, -2.169, -1.215], [0.597, -3.035, -1.537], [-1.447, -5.605, -1.670], [-1.480, -7.246, -1.348], [-1.530, -8.397, -2.558], [-1.507, -7.976, -4.168], [-1.479, -6.335, -4.477], [-1.467, -5.192, -3.255], [-2.037, 0.658, 1.995], [-1.331, -0.263, 2.657], [-1.541, 2.254, 2.045], [-1.716, 3.085, 0.790], [-1.322, 4.521, 0.808], [-2.343, 2.292, -0.508], [-1.850, 2.508, -1.739], [-1.745, 0.867, -4.774], [-3.280, -0.310, -4.994], [-2.579, 0.076, -3.272], [-4.883, -0.052, -1.672], [-5.865, 1.032, -0.458], [-4.851, -1.349, 0.443], [-5.530, -0.098, 1.687], [-3.712, -1.063, 3.595], [-5.246, -2.076, 3.174], [-2.150, -2.721, 2.272], [-3.338, -3.683, 3.376], [0.030, -4.379, 2.059], [2.292, -2.953, 2.607], [3.612, -1.448, 0.548], [2.551, -1.519, -2.034], [0.169, -3.011, -2.626], [-1.504, -7.640, -0.239], [-1.585, -9.560, -2.348], [-1.540, -8.785, -5.044], [-1.489, -6.044, -5.623], [-1.482, -4.068, -3.579], [-1.071, 2.693, 3.028], [-1.831, 4.881, 1.617], [3.777, 1.647, -0.138], [3.166, 2.680, 0.695], [1.732, 2.370, 0.811], [3.845, 3.108, 2.212], [3.917, 1.629, 2.664], [5.523, 3.347, 2.138], [6.322, 3.384, 0.929], [6.313, 2.765, 3.223], [3.764, 4.809, 1.693], [3.132, 5.627, 2.730], [3.351, 5.292, 0.379], [3.213, 1.517, -1.070], [3.822, 0.674, 0.362], [4.779, 1.921, -0.455], [1.219, 3.142, 1.393], [1.565, 1.409, 1.309], [1.253, 2.346, -0.174], [6.595, 2.380, 0.594], [7.252, 3.941, 1.099], [5.821, 3.903, 0.110], [6.506, 1.701, 3.051], [5.792, 2.871, 4.180], [7.274, 3.277, 3.334], [2.054, 5.436, 2.776], [3.297, 6.696, 2.559], [3.560, 5.392, 3.710], [2.275, 5.171, 0.213], [3.890, 4.801, -0.436], [3.583, 6.359, 0.276]]
}

---

No. 4
{
  "formula": "C32H42BiN5O7S2Si2",
  "method": "ωB97M-V/def2-TZVPD",
  "multiplicity": 1,
  "de_lowest_kj_mol": 105.8,
  "e_homo_ha": -0.2975,
  "total_charge": 0,
  "gap_ev": 7.8876,
  "symbols": ["Bi", "C", "C", "N", "N", "C", "S", "S", "C", "C", "C", "C", "C", "C", "C", "C", "C", "C", "C", "C", "C", "O", "H", "H", "H", "H", "H", "H", "H", "H", "H", "H", "H", "H", "H", "H", "O", "C", "C", "C", "C", "C", "C", "C", "O", "N", "O", "O", "H", "H", "H", "H", "C", "Si", "C", "C", "C", "Si", "C", "C", "C", "H", "H", "H", "H", "H", "H", "H", "H", "H", "H", "H", "H", "H", "H", "H", "H", "H", "H", "H", "O", "N", "C", "C", "N", "O", "H", "H", "H", "H", "H"],
  "positions_angstrom": [[0.228, -0.148, -0.777], [-3.436, 2.749, -3.183], [-2.618, 1.530, -2.878], [-1.518, 1.559, -2.230], [-1.060, 2.738, -1.734], [0.209, 2.847, -1.626], [1.406, 1.673, -2.138], [0.906, 4.309, -1.008], [-0.525, 5.099, -0.155], [-0.442, 4.834, 1.311], [-1.223, 3.847, 1.901], [-1.122, 3.598, 3.258], [-0.225, 4.312, 4.034], [0.571, 5.284, 3.450], [0.460, 5.545, 2.096], [-3.041, 0.230, -3.403], [-4.384, -0.097, -3.588], [-4.761, -1.303, -4.148], [-3.802, -2.221, -4.544], [-2.463, -1.928, -4.364], [-2.090, -0.729, -3.778], [-0.728, -0.499, -3.585], [-2.804, 3.492, -3.666], [-3.791, 3.183, -2.249], [-4.274, 2.524, -3.834], [-1.410, 4.657, -0.608], [-0.455, 6.162, -0.382], [-1.913, 3.279, 1.294], [-1.754, 2.852, 3.718], [-0.148, 4.116, 5.093], [1.270, 5.847, 4.052], [1.083, 6.300, 1.638], [-5.145, 0.597, -3.269], [-5.810, -1.526, -4.273], [-4.089, -3.163, -4.982], [-1.692, -2.624, -4.659], [-2.144, -0.007, 0.754], [-2.006, 0.086, 1.959], [-1.169, -0.729, 2.811], [-1.546, -0.804, 4.151], [-1.008, -1.760, 4.994], [-0.115, -2.716, 4.481], [0.327, -2.611, 3.200], [-0.086, -1.554, 2.329], [0.564, -1.388, 1.249], [-1.374, -1.800, 6.365], [-0.935, -2.707, 7.051], [-2.098, -0.915, 6.788], [-2.645, 0.794, 2.527], [-2.309, -0.138, 4.537], [0.223, -3.505, 5.135], [1.044, -3.314, 2.807], [4.520, -2.091, -2.361], [3.404, -1.564, -0.900], [4.018, 0.151, -0.321], [3.739, -2.714, 0.581], [1.633, -1.668, -1.603], [0.607, -3.271, -1.553], [-1.231, -2.940, -1.120], [0.730, -4.074, -3.285], [1.140, -4.574, -0.269], [5.562, -2.134, -2.063], [4.446, -1.392, -3.188], [4.243, -3.072, -2.731], [5.099, 0.224, -0.414], [3.768, 0.318, 0.722], [3.585, 0.961, -0.897], [4.702, -2.487, 1.028], [3.759, -3.756, 0.289], [2.983, -2.589, 1.347], [1.716, -1.353, -2.640], [-1.666, -2.132, -1.700], [-1.318, -2.667, -0.074], [-1.856, -3.817, -1.273], [0.420, -3.401, -4.077], [0.128, -4.974, -3.355], [1.757, -4.354, -3.495], [1.299, -4.110, 0.696], [2.057, -5.079, -0.552], [0.374, -5.334, -0.146], [-0.469, 0.177, -5.644], [0.069, -0.064, -4.610], [1.515, 1.249, 3.160], [1.729, 1.913, 1.834], [2.443, 3.041, 1.838], [1.304, 1.476, 0.764], [2.110, 1.709, 3.942], [1.759, 0.193, 3.073], [0.463, 1.329, 3.425], [2.728, 3.496, 2.688], [2.600, 3.516, 0.960]]
}

---

No. 5
{
  "formula": "C32H42N5O2PSeV",
  "method": "ωB97M-V/def2-TZVPD",
  "multiplicity": 4,
  "de_lowest_kj_mol": 309.1,
  "s2": 3.760,
  "e_homo_ha": [-0.4462, -0.4462],
  "total_charge": 2,
  "gap_ev": [5.8693, 5.7077],
  "symbols": ["V", "C", "C", "C", "C", "C", "C", "C", "C", "C", "H", "H", "H", "H", "H", "H", "H", "H", "H", "H", "H", "H", "Se", "N", "C", "C", "C", "C", "C", "N", "C", "C", "N", "C", "C", "C", "C", "C", "N", "H", "H", "H", "H", "H", "H", "C", "C", "P", "C", "C", "C", "C", "H", "H", "H", "H", "H", "H", "H", "H", "H", "H", "H", "H", "H", "H", "H", "O", "C", "O", "C", "N", "C", "C", "C", "H", "H", "H", "H", "H", "H", "H", "H", "H"],
  "positions_angstrom": [[5.604, -18.971, 3.888], [1.787, -14.468, 7.527], [2.307, -15.662, 8.322], [1.391, -16.407, 9.071], [1.799, -17.512, 9.853], [0.805, -18.420, 10.466], [3.141, -17.863, 9.904], [4.045, -17.078, 9.200], [5.512, -17.355, 9.330], [3.650, -16.001, 8.370], [1.552, -13.587, 8.187], [0.826, -14.712, 7.099], [2.519, -14.140, 6.791], [0.316, -16.183, 9.052], [1.196, -19.096, 11.268], [0.421, -19.208, 9.763], [-0.083, -17.876, 10.814], [3.460, -18.741, 10.450], [6.030, -16.431, 9.134], [5.896, -18.184, 8.682], [5.830, -17.743, 10.353], [4.380, -15.635, 7.682], [12.315, -17.444, 1.277], [11.345, -19.070, 1.619], [10.503, -18.765, 2.516], [9.525, -19.716, 2.997], [9.618, -21.094, 2.679], [8.574, -21.969, 3.093], [7.559, -21.472, 3.836], [7.368, -20.096, 4.046], [8.336, -19.218, 3.622], [8.171, -17.817, 4.039], [6.968, -17.487, 4.592], [6.706, -16.157, 4.739], [7.679, -15.241, 4.600], [8.980, -15.519, 3.984], [9.165, -16.901, 3.694], [10.362, -17.396, 3.051], [11.291, -16.576, 2.612], [10.527, -21.420, 2.119], [8.610, -23.018, 2.952], [6.959, -22.104, 4.465], [5.715, -15.900, 4.956], [7.360, -14.222, 4.790], [9.731, -14.729, 3.871], [3.318, -20.702, 6.405], [2.502, -19.816, 5.476], [3.357, -19.392, 3.936], [2.984, -20.778, 2.841], [3.947, -21.893, 3.187], [2.311, -18.133, 3.124], [0.779, -18.210, 3.164], [3.325, -21.736, 6.062], [3.062, -20.641, 7.509], [4.363, -20.522, 6.253], [2.361, -18.799, 5.859], [1.477, -20.183, 5.300], [3.158, -20.518, 1.800], [1.943, -20.961, 2.950], [4.899, -21.706, 2.647], [3.547, -22.902, 2.810], [4.273, -21.881, 4.272], [2.700, -18.106, 2.104], [2.622, -17.167, 3.562], [0.430, -19.139, 2.750], [0.341, -17.509, 2.391], [0.379, -17.932, 4.170], [6.585, -18.013, 0.637], [5.737, -17.297, 1.204], [5.254, -17.462, 2.407], [5.100, -16.132, 0.469], [5.611, -16.348, -0.985], [6.167, -15.055, -1.477], [6.849, -14.518, -0.243], [5.757, -14.772, 0.876], [3.997, -16.136, 0.582], [4.869, -16.810, -1.542], [6.368, -17.161, -0.769], [5.325, -14.388, -1.834], [6.823, -15.275, -2.336], [7.037, -13.417, -0.300], [7.790, -14.942, 0.019], [4.925, -14.081, 0.929], [6.132, -14.810, 1.912]]
}

---

Across the entries above, electronic energy takes the values -3491.6627, -6980.1956, -3126.2029, -3634.9111, -5355.1023 Ha, respectively.